# 1
{
  "formula": "C50H31CoGeN8",
  "method": "wB97M-V/def2-TZVPD",
  "species": ["Co", "C", "C", "C", "C", "C", "N", "C", "N", "C", "C", "C", "C", "C", "C", "C", "C", "N", "C", "N", "C", "N", "C", "N", "C", "N", "C", "C", "C", "C", "C", "C", "C", "C", "C", "C", "C", "C", "N", "C", "C", "H", "H", "H", "H", "H", "H", "H", "H", "H", "H", "H", "H", "H", "H", "H", "H", "C", "C", "C", "C", "C", "C", "Ge", "C", "C", "C", "C", "C", "C", "C", "C", "C", "C", "C", "C", "H", "H", "H", "H", "H", "H", "H", "H", "H", "H", "H", "H", "H", "H", "H"],
  "positions_angstrom": [[0.86914, 0.28416, -0.85954], [-2.54140, -2.14659, -5.88911], [-1.89997, -3.33871, -5.55449], [-0.99066, -3.39774, -4.50136], [-0.76191, -2.22858, -3.80675], [0.13037, -1.92386, -2.66512], [-0.01887, -0.60166, -2.31359], [-0.93008, -0.02946, -3.17181], [-1.40856, 1.16757, -3.17828], [-1.01321, 2.06740, -2.25089], [-1.58362, 3.38427, -2.17304], [-2.62644, 3.99832, -2.85944], [-2.94643, 5.29368, -2.50168], [-2.24204, 5.96640, -1.48746], [-1.20390, 5.35754, -0.80932], [-0.88536, 4.04987, -1.16659], [0.08315, 3.11373, -0.66432], [0.96325, 3.44071, 0.30653], [1.77356, 2.55745, 0.78449], [1.92684, 1.23761, 0.43172], [2.87435, 0.68270, 1.25874], [3.36586, -0.51110, 1.24779], [2.93537, -1.42509, 0.34900], [1.93293, -1.29065, -0.56186], [1.78071, -2.49418, -1.17962], [0.91014, -2.81932, -2.16040], [2.72733, -3.44152, -0.65789], [2.95822, -4.78601, -0.93367], [3.94329, -5.42308, -0.20454], [4.68310, -4.73965, 0.77802], [4.45323, -3.40503, 1.05046], [3.46061, -2.76305, 0.31346], [3.33588, 1.70148, 2.22715], [4.21940, 1.62477, 3.28266], [4.41889, 2.78626, 4.02441], [3.75333, 3.96961, 3.70607], [2.86130, 4.02880, 2.63849], [2.67331, 2.87044, 1.91526], [-0.03850, 1.92162, -1.31301], [-1.39701, -1.04898, -4.13739], [-2.29637, -0.97320, -5.18007], [-3.23942, -2.13567, -6.71510], [-2.11319, -4.23182, -6.12614], [-0.48596, -4.31406, -4.23042], [-3.16185, 3.47213, -3.63637], [-3.75408, 5.80482, -3.00756], [-2.52249, 6.98049, -1.23721], [-0.65490, 5.86891, -0.03151], [2.37836, -5.30401, -1.68365], [4.15174, -6.46898, -0.38629], [5.44678, -5.27392, 1.32729], [5.01592, -2.87249, 1.80374], [4.72717, 0.70022, 3.51828], [5.09992, 2.77246, 4.86474], [3.93250, 4.85382, 4.30215], [2.33196, 4.93650, 2.38413], [-2.78731, -0.04164, -5.42480], [0.39895, 1.99610, 4.79379], [-0.15598, 2.71004, 3.74247], [-0.50770, 2.05902, 2.56935], [-0.31542, 0.68269, 2.42179], [0.22694, -0.02227, 3.49814], [0.58568, 0.62856, 4.67167], [-0.74282, -0.24017, 0.76060], [-0.79255, -2.16721, 1.08343], [-1.96739, -2.88719, 0.86133], [-2.01789, -4.25880, 1.07833], [-0.89608, -4.93474, 1.52847], [0.27467, -4.23360, 1.77661], [0.31953, -2.86606, 1.55706], [-2.50027, 0.30041, 0.09982], [-3.03168, -0.27734, -1.05392], [-4.25827, 0.12018, -1.56363], [-4.98251, 1.11451, -0.92481], [-4.48414, 1.68820, 0.23443], [-3.25848, 1.28091, 0.74368], [0.68273, 2.50444, 5.70589], [-0.30651, 3.77827, 3.82983], [-0.92063, 2.64301, 1.75885], [0.36833, -1.09157, 3.42978], [1.01009, 0.06363, 5.49113], [-2.85878, -2.37798, 0.52278], [-2.93797, -4.79804, 0.89481], [-0.93415, -6.00392, 1.69191], [1.15853, -4.75087, 2.12813], [1.24391, -2.34195, 1.75996], [-2.48442, -1.05961, -1.56493], [-4.64005, -0.34043, -2.46556], [-5.93506, 1.43669, -1.32510], [-5.05089, 2.45413, 0.74733], [-2.90408, 1.72726, 1.66229]],
  "forces_ev_per_a": [[0.1, 0.1, 0.0], [0.0, 0.0, 0.0], [0.0, 0.0, 0.0], [-0.1, 0.0, -0.1], [0.2, 0.0, 0.2], [-0.3, 0.0, -0.2], [0.1, 0.1, 0.2], [0.0, -0.3, -0.2], [0.1, 0.2, 0.2], [-0.1, -0.1, -0.3], [-0.1, 0.0, 0.0], [0.0, 0.0, 0.0], [0.0, 0.0, 0.0], [0.0, 0.0, 0.0], [0.0, 0.0, 0.0], [0.0, 0.1, 0.1], [0.2, 0.2, 0.1], [-0.2, 0.0, -0.2], [0.3, -0.1, 0.3], [0.0, -0.1, -0.3], [0.1, 0.4, 0.1], [-0.1, -0.2, -0.2], [0.2, 0.1, 0.3], [-0.1, 0.2, -0.1], [-0.1, -0.2, -0.2], [0.2, 0.1, 0.2], [-0.1, -0.1, 0.0], [0.0, 0.0, 0.0], [0.0, 0.0, 0.0], [0.0, 0.0, 0.0], [0.0, 0.0, 0.0], [0.1, 0.0, 0.0], [0.0, -0.2, -0.1], [0.0, 0.1, 0.0], [0.0, 0.0, 0.0], [0.0, 0.0, -0.1], [0.1, 0.0, 0.1], [-0.1, 0.0, -0.2], [0.1, -0.2, 0.1], [0.0, 0.2, 0.1], [0.0, -0.1, 0.0], [0.0, 0.0, 0.0], [0.0, 0.0, 0.0], [0.0, 0.0, 0.0], [0.0, 0.0, 0.0], [0.0, 0.0, 0.0], [0.0, 0.0, 0.0], [0.0, 0.0, 0.0], [0.0, 0.0, 0.0], [0.0, 0.0, 0.0], [0.0, 0.0, 0.0], [0.0, 0.0, 0.0], [0.0, 0.0, 0.0], [0.0, 0.0, 0.0], [0.0, 0.0, 0.0], [0.0, 0.0, 0.0], [0.0, 0.0, 0.0], [0.0, 0.0, 0.0], [0.0, 0.0, 0.0], [-0.1, -0.1, 0.1], [-0.1, 0.0, 0.3], [0.0, 0.1, 0.0], [0.0, 0.0, 0.0], [0.0, -0.1, -0.2], [0.0, -0.2, 0.0], [0.1, 0.0, 0.0], [0.0, 0.0, 0.0], [0.0, -0.1, 0.0], [0.0, 0.0, 0.0], [-0.1, 0.0, 0.0], [-0.2, 0.1, 0.0], [-0.1, -0.1, 0.1], [0.0, 0.0, 0.0], [0.0, 0.0, 0.0], [0.0, 0.0, 0.0], [0.0, 0.0, 0.0], [0.0, 0.0, 0.0], [0.0, 0.0, 0.0], [-0.1, 0.0, 0.0], [0.0, -0.1, 0.0], [0.0, 0.0, 0.0], [-0.1, 0.0, 0.0], [0.0, 0.0, 0.0], [0.0, 0.0, 0.0], [0.0, 0.0, 0.0], [0.0, 0.0, 0.0], [0.0, -0.1, 0.0], [0.0, 0.0, 0.0], [0.0, 0.0, 0.0], [0.0, 0.0, 0.0], [0.0, 0.0, 0.0]],
  "mulliken_charge": [-0.6543, -0.7766, -0.6768, -0.2371, 0.4525, 0.0226, -0.0131, -0.6165, -0.5086, 0.0610, 0.5050, -0.3070, -0.7035, -0.7108, -0.2404, 0.5244, -0.4274, -0.4976, -0.0806, -0.1365, -0.0369, -0.5141, -0.7664, -0.1972, -0.3579, -0.5970, 0.8330, -0.3881, -0.6893, -0.7232, -0.3119, 0.9676, 0.3502, -0.1870, -0.6976, -0.7021, -0.0392, 0.3227, -0.1397, 0.4074, -0.0263, 0.4152, 0.4144, 0.5993, 0.5768, 0.4135, 0.4083, 0.5851, 0.5750, 0.4316, 0.4132, 0.5808, 0.5778, 0.4219, 0.4155, 0.6002, 0.5990, -0.4708, -1.5107, 0.2805, -0.1328, 0.0816, -1.0938, 3.2538, 0.2313, -0.5259, -0.7896, -0.8620, -0.8500, -0.5078, 0.1030, -0.3970, -0.8692, -0.7937, -0.8225, -0.3574, 0.4305, 0.3930, 0.4094, 0.3919, 0.4468, 0.3858, 0.4536, 0.3889, 0.4554, 0.3907, 0.6522, 0.4215, 0.3953, 0.4529, 0.4517],
  "homo_ha": [-0.216, -0.317],
  "s_squared": 2.04,
  "lumo_energy_ev": [-0.91, -2.37],
  "spin_multiplicity": 3,
  "gap_ha": [0.182, 0.230]
}

=====

# 2
{
  "formula": "C50H32Cl4F6KN7O4S3",
  "method": "wB97M-V/def2-TZVPD",
  "species": ["K", "Cl", "C", "C", "C", "C", "C", "C", "C", "C", "C", "C", "C", "C", "C", "C", "C", "C", "Cl", "C", "C", "C", "N", "C", "C", "C", "C", "C", "C", "Cl", "C", "C", "C", "C", "C", "C", "N", "C", "C", "C", "C", "C", "N", "C", "C", "C", "C", "Cl", "C", "C", "C", "C", "N", "H", "H", "H", "H", "H", "H", "H", "H", "H", "H", "H", "H", "H", "H", "H", "H", "H", "H", "H", "H", "H", "H", "H", "H", "F", "C", "F", "F", "S", "O", "O", "N", "S", "O", "O", "C", "F", "F", "F", "C", "N", "C", "C", "N", "C", "S", "H", "H", "H", "H", "H", "H", "H", "H"],
  "positions_angstrom": [[-0.19854, 0.12621, -0.81597], [-7.69132, -2.96067, -5.18235], [-6.08456, -2.50255, -4.64922], [-5.80137, -2.46612, -3.29476], [-4.52850, -2.09863, -2.88293], [-3.53550, -1.76915, -3.80484], [-3.85648, -1.81337, -5.15928], [-5.12485, -2.17866, -5.59100], [-2.17913, -1.33372, -3.34772], [-1.41501, -2.30718, -2.65672], [-1.87136, -3.67137, -2.36738], [-0.93830, -4.22402, -1.55799], [0.09035, -3.20358, -1.35665], [1.22585, -3.33807, -0.53473], [1.36501, -4.63126, 0.20518], [0.58200, -4.87139, 1.33400], [0.70302, -6.05276, 2.05292], [1.62263, -7.00058, 1.63782], [1.78930, -8.49468, 2.54206], [2.41564, -6.79209, 0.52433], [2.27777, -5.60556, -0.18572], [2.19655, -2.35503, -0.24130], [2.13937, -1.06315, -0.62218], [3.14164, -0.40333, -0.01261], [3.36084, 0.99551, -0.05748], [4.40357, 1.52097, 0.87483], [4.20329, 1.44071, 2.25359], [5.15611, 1.90622, 3.14769], [6.32245, 2.46660, 2.65517], [7.53806, 3.05288, 3.77601], [6.54578, 2.57639, 1.29485], [5.58137, 2.10249, 0.41399], [2.64043, 1.96291, -0.78605], [2.80744, 3.41249, -0.66360], [1.83705, 3.97472, -1.41924], [1.06523, 2.86867, -1.99575], [1.61853, 1.69954, -1.62625], [-0.12932, 3.01622, -2.74098], [-0.98800, 2.00680, -3.24083], [-2.35215, 2.24663, -3.72258], [-2.91652, 1.03262, -3.90305], [-1.90443, 0.04104, -3.52575], [-0.75916, 0.67699, -3.20055], [-0.61768, 4.41727, -2.92536], [-0.99086, 5.19220, -1.82643], [-1.46038, 6.48842, -1.98198], [-1.56142, 7.01702, -3.25715], [-2.15154, 8.65445, -3.46930], [-1.20845, 6.27465, -4.36954], [-0.73996, 4.97959, -4.19345], [3.94310, -1.34478, 0.76782], [3.34727, -2.55471, 0.63577], [-0.22344, -2.10127, -2.06879], [-6.56886, -2.70871, -2.57190], [-4.29588, -2.04918, -1.82641], [-3.09529, -1.55055, -5.88359], [-5.36772, -2.21152, -6.64485], [-2.77544, -4.13988, -2.72467], [-0.95149, -5.21617, -1.13184], [-0.11871, -4.10902, 1.65485], [0.09516, -6.23245, 2.92971], [3.12636, -7.54777, 0.21681], [2.89014, -5.42671, -1.06120], [3.27765, 1.01353, 2.61968], [4.99074, 1.84528, 4.21564], [7.46340, 3.01980, 0.93154], [5.74452, 2.17573, -0.65427], [3.54122, 3.92885, -0.06398], [1.65881, 5.02977, -1.55789], [-2.83244, 3.20575, -3.84401], [-3.93471, 0.83116, -4.19867], [-0.92026, 4.75860, -0.83638], [-1.75502, 7.07697, -1.12333], [-1.29668, 6.70608, -5.35788], [-0.46031, 4.38554, -5.05501], [4.84421, -1.11749, 1.32102], [3.66086, -3.48807, 1.08042], [-3.35905, 3.69294, 3.01154], [-2.66644, 3.49619, 1.88352], [-3.53405, 3.36096, 0.87973], [-1.93534, 4.59660, 1.65432], [-1.54974, 2.04006, 2.02056], [-0.93263, 1.96026, 0.71868], [-0.74525, 2.36467, 3.16369], [-2.60338, 0.92750, 2.36187], [-2.91334, -0.43348, 1.64396], [-2.21089, -0.69286, 0.41169], [-3.05396, -1.49036, 2.60507], [-4.64133, -0.13732, 1.08697], [-5.42731, 0.24658, 2.09968], [-4.68995, 0.79864, 0.13970], [-5.14999, -1.26950, 0.58035], [-0.56578, -0.15979, 5.23926], [0.72243, -0.79891, 5.08732], [1.72801, -0.73164, 6.13202], [2.88853, -1.50192, 5.49737], [2.63327, -1.24933, 4.09041], [1.30366, -0.99176, 3.87737], [0.59886, -0.91998, 2.39404], [-0.97871, -0.42908, 6.21255], [-1.23394, -0.50630, 4.45262], [-0.48744, 0.92911, 5.15548], [1.37082, -1.18869, 7.05585], [2.00755, 0.30912, 6.34290], [2.82821, -2.56930, 5.73965], [3.86222, -1.12405, 5.80753], [3.12325, -1.72040, 3.34192]],
  "forces_ev_per_a": [[0.4, -0.2, 0.3], [0.0, 0.0, 0.0], [0.0, 0.0, 0.0], [0.0, 0.0, 0.0], [0.0, 0.0, 0.0], [0.1, 0.1, 0.0], [0.0, 0.0, 0.0], [0.0, 0.0, 0.0], [-0.1, 0.0, 0.0], [0.0, -0.1, 0.0], [0.1, 0.0, 0.0], [0.0, 0.1, 0.0], [0.1, 0.0, -0.2], [0.0, 0.0, 0.0], [0.0, 0.1, 0.0], [0.0, 0.0, 0.0], [0.0, 0.0, 0.0], [0.0, 0.0, 0.0], [0.0, 0.0, 0.0], [0.0, 0.0, 0.0], [0.0, 0.0, 0.0], [0.1, 0.1, 0.0], [0.0, 0.0, -0.1], [0.0, -0.1, 0.0], [0.1, 0.1, 0.0], [-0.1, -0.1, 0.0], [0.0, 0.0, 0.0], [0.0, 0.0, 0.0], [0.0, 0.0, 0.0], [0.0, 0.0, 0.0], [0.0, 0.0, 0.0], [0.0, 0.0, 0.0], [0.0, 0.0, -0.1], [0.0, -0.1, 0.0], [0.0, -0.1, 0.0], [0.1, 0.0, 0.0], [0.0, 0.0, -0.1], [-0.1, 0.1, -0.2], [0.0, -0.1, -0.1], [0.0, 0.1, 0.0], [0.0, 0.0, 0.0], [0.0, 0.1, -0.1], [0.1, 0.0, -0.1], [0.0, -0.1, 0.1], [0.0, 0.0, 0.0], [0.0, 0.0, 0.0], [0.0, 0.0, 0.0], [0.0, 0.0, 0.0], [0.0, 0.0, 0.0], [0.0, 0.0, 0.0], [0.0, 0.1, 0.0], [0.0, -0.1, -0.1], [0.0, 0.1, -0.1], [0.0, 0.0, 0.0], [0.0, 0.0, 0.0], [0.0, 0.0, 0.0], [0.0, 0.0, 0.0], [0.0, 0.0, 0.0], [0.0, 0.0, 0.0], [0.0, 0.0, 0.0], [0.0, 0.0, 0.0], [0.0, 0.0, 0.0], [0.0, 0.0, 0.0], [0.0, 0.0, 0.0], [0.0, 0.0, 0.0], [0.0, 0.0, 0.0], [0.0, 0.0, 0.0], [0.0, 0.0, 0.0], [0.0, 0.0, 0.0], [0.0, 0.0, 0.0], [0.0, 0.0, 0.0], [0.0, 0.0, 0.0], [0.0, 0.0, 0.0], [0.0, 0.0, 0.0], [0.0, 0.0, 0.0], [0.0, 0.0, 0.0], [0.0, 0.0, 0.0], [0.0, 0.0, 0.0], [-0.1, 0.0, 0.0], [0.0, 0.0, 0.0], [0.0, 0.0, 0.0], [0.1, 0.0, -0.3], [-0.3, 0.4, 0.8], [0.0, 0.0, -0.1], [0.1, 0.0, 0.1], [0.1, -0.1, -0.1], [-0.6, -0.1, 0.7], [0.0, 0.1, -0.1], [0.0, 0.0, -0.1], [0.0, 0.0, 0.0], [0.0, 0.0, 0.0], [0.0, 0.0, 0.0], [0.0, 0.1, 0.0], [0.0, 0.0, 0.2], [0.0, 0.0, 0.0], [0.0, 0.0, 0.0], [0.1, 0.0, 0.0], [0.1, 0.0, -0.1], [-0.1, 0.0, -0.1], [0.0, 0.0, 0.0], [0.0, 0.0, 0.0], [0.0, -0.1, 0.0], [0.0, 0.0, 0.0], [0.0, 0.0, 0.0], [0.0, 0.0, 0.0], [0.0, 0.0, 0.0], [0.0, 0.1, 0.0]],
  "mulliken_charge": [2.5021, -0.2687, 0.4119, -1.0085, -0.1922, -0.2064, -0.0197, -0.8669, 1.3620, 0.3881, -1.1818, -1.2746, 0.3846, 1.1731, -0.7911, 0.1005, -1.0744, 0.3877, -0.2688, -0.8713, 0.0521, 0.2618, -0.6283, 0.1605, 1.5172, -0.6029, 0.1243, -0.9116, 0.3452, -0.2728, -0.8943, -0.0148, 0.1228, -1.1139, -1.3222, 0.4617, -0.7757, 1.3770, -0.0115, -1.2393, -1.1107, 0.0755, -0.9056, -0.1095, -0.2939, -1.0252, 0.3839, -0.2684, -0.8815, 0.0400, -1.2982, -1.0387, -0.6716, 0.4365, 0.6952, 0.4548, 0.3917, 0.4881, 0.4504, 0.7041, 0.4204, 0.4006, 0.4608, 0.5152, 0.4589, 0.4029, 0.4767, 0.4315, 0.4782, 0.3970, 0.3933, 0.7175, 0.4381, 0.4024, 0.4458, 0.4520, 0.4016, -0.2240, 0.2635, -0.1930, -0.1994, 1.2680, -0.6824, -0.6913, -0.5651, 1.2028, -0.6042, -0.7282, 0.3165, -0.2276, -0.2027, -0.2026, -0.8463, 0.1411, -0.6476, -0.6814, 0.1052, -0.9417, 0.6386, 0.3246, 0.1674, 0.2971, 0.3667, 0.3019, 0.2888, 0.3509, 0.0735],
  "homo_ha": -0.054,
  "lumo_energy_ev": 3.57,
  "gap_ha": 0.185,
  "total_charge": -2
}

=====

no.,electronic energy (eV)
1,-158420.8413
2,-186220.0000